{
  "formula": "C3H5NO2",
  "method": "ωB97M-V/def2-TZVPD",
  "symbols": ["O", "C", "C", "C", "N", "O", "H", "H", "H", "H", "H"],
  "xyz": [[-0.208, 1.850, 0.069], [-0.434, 0.650, -0.071], [-1.567, -0.339, -0.118], [-0.447, -1.435, 0.044], [0.596, -0.321, 0.288], [1.837, -0.225, -0.278], [-2.172, -0.187, 0.716], [-2.091, 0.029, -1.102], [-0.457, -1.986, 1.158], [-0.200, -2.159, -0.844], [2.406, 0.294, 0.597]],
  "forces_ev_per_angstrom": [[-1.552, -1.923, -1.431], [3.821, 2.510, 3.301], [1.408, 1.237, -2.866], [1.430, -2.051, 1.459], [-4.184, 0.202, -1.438], [3.159, 2.071, 3.963], [-1.329, -0.001, 1.227], [0.603, -1.918, 1.544], [-0.506, 0.881, -3.395], [-0.646, 1.404, 1.780], [-2.204, -2.413, -4.144]],
  "lowdin_charge": [0.07, -0.43, -0.07, -0.10, -0.19, -0.07, 0.08, 0.17, 0.16, 0.13, 0.24],
  "gap_ev": 9.73,
  "energy_ha": -322.39459,
  "total_charge": 0,
  "homo_energy_ev": -9.191,
  "relative_energy_kcal_mol": 112.8
}